# 1
110
Properties=species:S:1:pos:R:3:forces:R:3 method="wB97M-V/def2-TZVPD" spin_multiplicity=1 homo_energy_ev=-10.95 charge=+1
N -1.11083 -4.87141 5.56728 -1.013 1.715 -1.883
C -1.68499 -3.82453 4.88926 -0.820 1.671 1.775
N -1.80762 -3.50154 3.41552 -2.727 4.001 5.609
C -2.57227 -2.19780 3.48678 1.857 -3.246 4.571
N -2.79843 -1.82246 4.96550 -0.074 0.913 -4.708
C -3.55202 -0.56232 5.44044 -1.211 -0.904 0.131
C -5.05014 -0.67734 4.70579 -2.814 3.302 -3.078
O -5.60696 0.34880 4.04795 3.883 -6.604 4.299
C -5.75003 -2.19154 4.82756 -1.282 -2.532 1.056
C -5.86029 -3.25535 3.58078 -1.228 -0.647 3.879
C -6.53042 -4.75423 3.82374 0.572 2.928 3.276
C -7.05542 -5.14752 5.34142 1.645 3.677 -1.135
C -6.96408 -4.05014 6.59794 1.696 1.220 -3.622
C -6.30472 -2.56382 6.35866 -0.150 -3.088 -3.152
N -2.28180 -2.78809 5.81511 0.982 -1.586 -4.611
H -1.12301 -4.94218 6.60820 -0.062 0.275 -1.609
H -0.57211 -5.58105 5.02222 -0.467 0.352 0.962
H -2.92170 -1.59442 2.52543 0.688 -1.245 2.690
H -2.99055 0.43138 5.18068 -1.119 -2.073 0.518
H -3.74293 -0.71667 6.60139 0.523 0.539 -2.456
H -5.43815 -2.91377 2.54100 -1.059 -0.869 2.226
H -6.58052 -5.50954 2.90293 0.058 1.841 2.408
H -7.49232 -6.22282 5.50121 0.902 2.441 -0.206
H -7.32893 -4.33699 7.67727 0.740 0.574 -2.505
H -6.20389 -1.76642 7.24123 -0.368 -2.014 -2.196
H -2.36261 -2.72345 6.85324 0.085 -0.150 -1.508
C -0.33216 -1.94426 0.80593 0.233 -0.067 -0.270
C -0.23814 -1.30915 -0.43339 0.201 -0.253 0.175
C 0.74414 -1.69795 -1.34628 0.164 -0.128 -0.013
C 1.62818 -2.73176 -1.00793 -0.809 0.330 0.720
C 1.54095 -3.36584 0.23858 -0.056 0.083 -0.054
C 0.55625 -2.96641 1.14438 0.045 0.142 -0.260
N 2.64666 -3.16228 -1.97325 1.021 -0.328 -1.149
O 2.70397 -2.56386 -3.05783 -0.082 -0.907 1.740
O 3.38778 -4.10171 -1.65039 -1.062 1.318 -0.410
H -1.10331 -1.64146 1.51221 0.309 -0.043 -0.226
H -0.93323 -0.51234 -0.68931 0.193 -0.152 -0.069
H 0.80425 -1.19314 -2.30800 0.080 -0.278 0.208
H 2.22370 -4.16621 0.51610 -0.099 0.250 -0.288
H 0.47845 -3.45452 2.11337 0.061 0.065 -0.244
C 3.54416 3.41135 -4.57308 -0.134 -0.050 -0.011
C 3.41838 2.31625 -3.71687 -0.350 0.082 -0.185
C 2.22099 1.59981 -3.66826 -0.024 0.054 -0.018
C 1.15262 1.98775 -4.48854 0.808 0.473 -0.019
C 1.27356 3.09141 -5.34339 0.023 -0.016 0.014
C 2.47502 3.80186 -5.38120 -0.059 -0.338 0.247
N -0.10003 1.22318 -4.46069 -0.849 -0.413 -0.105
O -0.17441 0.26485 -3.67725 -0.120 1.302 -1.065
O -1.00955 1.57689 -5.22470 1.370 -0.581 1.353
H 4.48166 3.96344 -4.61162 -0.212 -0.111 0.020
H 4.25561 2.01894 -3.08901 -0.211 0.018 -0.122
H 2.13891 0.74873 -2.99574 -0.126 0.159 -0.255
H 0.45076 3.40644 -5.98175 0.108 -0.239 0.232
H 2.57982 4.65822 -6.04370 -0.084 -0.201 0.142
C -3.43642 1.18003 -6.99681 -0.029 -0.056 -0.128
C -4.10958 2.20748 -6.33400 -0.233 -0.243 -0.276
C -5.46695 2.42589 -6.57740 0.004 -0.071 -0.037
C -6.14455 1.60268 -7.48732 0.969 -0.153 0.180
C -5.46941 0.57539 -8.15987 -0.020 0.026 0.042
C -4.11127 0.36842 -7.91031 -0.270 0.352 0.215
N -7.57737 1.81093 -7.72845 -1.379 0.207 -0.245
O -8.13463 2.74213 -7.12842 0.804 -1.370 -0.879
O -8.14847 1.04156 -8.51455 0.823 1.139 1.155
H -2.37937 1.00999 -6.79952 -0.391 0.046 -0.088
H -3.57641 2.83677 -5.62457 -0.132 -0.125 -0.150
H -5.97724 3.23069 -6.05276 -0.070 -0.267 -0.247
H -5.98183 -0.06778 -8.87227 -0.067 0.286 0.230
H -3.57899 -0.42839 -8.42511 -0.161 0.164 0.078
C 3.00906 -9.19630 1.30694 -0.083 0.085 0.109
C 3.29846 -7.83357 1.22131 -0.257 0.002 0.279
C 2.66977 -6.92934 2.07952 0.037 0.008 -0.043
C 1.75214 -7.40345 3.02712 0.349 -0.520 -0.423
C 1.45399 -8.77008 3.11011 -0.022 -0.070 0.029
C 2.08695 -9.66444 2.24457 0.021 0.402 0.050
N 1.10702 -6.46100 3.94912 0.809 0.560 -0.571
O 1.38279 -5.25774 3.83154 -0.746 -1.753 0.413
O 0.32719 -6.92257 4.79460 0.725 0.339 -0.828
H 3.50601 -9.89818 0.63940 -0.117 0.163 0.144
H 4.01716 -7.47620 0.48693 -0.190 -0.009 0.183
H 2.90620 -5.87049 2.00019 -0.131 -0.255 0.181
H 0.74019 -9.15109 3.83748 0.168 0.254 -0.125
H 1.86452 -10.72761 2.30317 0.007 0.262 0.035
C 0.43219 2.49547 2.11690 0.093 0.111 -0.151
C -0.21323 2.70188 0.89667 0.386 0.155 0.081
C 0.37901 3.50292 -0.08159 0.084 -0.001 0.004
C 1.62566 4.09135 0.17216 -0.449 -0.613 0.723
C 2.27225 3.89206 1.39922 -0.053 -0.015 -0.066
C 1.66878 3.09124 2.37091 -0.191 0.036 -0.339
N 2.26521 4.91374 -0.86182 0.371 0.758 -1.190
O 1.65271 5.08178 -1.92686 1.004 -0.270 1.690
O 3.38223 5.38926 -0.61245 -1.628 -0.781 -0.324
H -0.03092 1.86549 2.87443 0.099 0.135 -0.134
H -1.17750 2.23536 0.70670 0.189 0.153 -0.028
H -0.13677 3.65394 -1.02737 0.302 0.091 0.161
H 3.23769 4.34670 1.61131 -0.255 -0.038 -0.256
H 2.16413 2.92798 3.32548 -0.058 0.081 -0.229
C 5.94395 7.26471 0.64048 0.105 0.119 -0.097
C 7.06276 7.87887 1.20544 -0.112 0.082 -0.383
C 7.80763 8.79635 0.46194 -0.042 0.016 -0.072
C 7.41863 9.09618 -0.85091 -0.537 -0.672 0.559
C 6.30038 8.47532 -1.42319 0.096 0.039 0.110
C 5.56498 7.55732 -0.67077 0.254 0.198 0.065
N 8.18256 10.07883 -1.62890 0.804 0.997 -0.749
O 9.17658 10.59220 -1.09404 -1.486 -0.773 -0.804
O 7.78770 10.34187 -2.77386 0.584 -0.398 1.673
H 5.36300 6.55421 1.22605 0.103 0.134 -0.146
H 7.35270 7.64452 2.22748 -0.006 0.093 -0.227
H 8.67688 9.26646 0.91663 -0.197 0.004 -0.312
H 5.99019 8.69500 -2.44263 0.247 0.098 0.258
H 4.69352 7.07231 -1.10503 0.303 0.197 0.082



# 2
114
Properties=species:S:1:pos:R:3:forces:R:3 method="wB97M-V/def2-TZVPD" spin_multiplicity=1 smiles="O=[N+]([O-])c1ccccc1.O=[N+]([O-])c1ccccc1.O=[N+]([O-])c1ccccc1.O=[N+]([O-])c1ccccc1.O=[N+]([O-])c1ccccc1.O=[N+]([O-])c1ccccc1.O=[N+]([O-])c1ccccc1.BrCCBr.BrCCBr" homo_energy_ev=-9.39
Br -2.70817 3.35094 -4.40790 0.201 0.290 0.186
C -0.90369 2.67480 -4.25792 0.727 -1.084 0.041
C -0.11771 2.92471 -5.53838 -0.209 -0.700 0.740
Br 1.46243 1.72510 -5.50366 -0.307 0.596 -0.218
H -1.01569 1.59774 -4.13099 -0.172 0.027 -0.164
H -0.35610 2.96283 -3.36150 -0.390 0.688 -0.011
H 0.27356 3.93097 -5.61487 -0.158 0.049 -0.258
H -0.75968 2.59046 -6.34620 0.387 0.316 -0.414
Br 0.95602 2.17270 1.57971 -0.037 0.281 -0.539
C 0.56513 1.33281 -0.15576 -0.072 -0.079 0.072
C 1.80491 1.34416 -1.04235 -0.163 0.005 1.292
Br 1.63221 -0.04685 -2.38563 -0.092 0.233 0.032
H -0.22608 1.87859 -0.66489 -0.119 0.180 0.361
H 0.15622 0.37107 0.14202 0.354 -0.231 -0.317
H 2.71052 1.10114 -0.49450 -0.066 -0.109 0.044
H 1.90768 2.36131 -1.41077 0.172 -0.286 -0.732
C -5.10759 -0.23545 3.57968 -0.354 0.120 -0.251
C -4.47296 0.98596 3.81008 -0.243 -1.112 -0.363
C -3.81128 1.59610 2.76148 0.967 0.645 0.955
C -3.66734 0.97603 1.53475 -0.807 -0.361 0.878
C -4.34787 -0.20694 1.30332 -0.230 -0.617 -0.558
C -5.05575 -0.83094 2.31805 -0.156 0.873 0.355
N -2.87564 1.61180 0.51273 -0.031 0.961 -1.539
O -2.80401 1.08292 -0.58937 -0.051 -0.344 0.470
O -2.37682 2.70118 0.74161 -0.006 -0.348 0.436
H -5.74925 -0.64889 4.34814 0.282 -0.233 0.104
H -4.45831 1.36536 4.82156 -0.121 0.433 -0.141
H -3.33168 2.54234 2.98043 0.125 -0.041 -0.398
H -4.44197 -0.65454 0.32224 0.491 0.215 -0.114
H -5.64468 -1.70406 2.08011 0.102 -0.142 0.120
C 6.60792 4.05507 -6.76784 -0.710 -0.162 -0.017
C 6.72044 3.09358 -5.77255 0.973 0.225 0.057
C 5.93615 3.14114 -4.64217 -0.606 -0.333 0.499
C 4.87444 4.03182 -4.58621 1.059 0.355 -0.588
C 4.72795 4.97904 -5.58832 -1.031 -0.025 0.542
C 5.57305 4.98186 -6.68373 -0.183 -0.289 -0.175
N 3.96500 3.96207 -3.45187 -0.596 -0.674 1.454
O 3.99047 2.94177 -2.77378 0.467 0.007 -0.542
O 3.20731 4.86955 -3.17445 0.176 0.621 -0.911
H 7.25827 4.05132 -7.63107 0.007 -0.102 -0.012
H 7.48796 2.33193 -5.83066 0.080 0.110 -0.008
H 6.12287 2.50424 -3.78800 -0.124 -0.248 -0.215
H 3.88532 5.65332 -5.48169 0.101 0.085 -0.279
H 5.31444 5.59230 -7.53850 0.321 0.364 0.164
C -0.34069 -2.65485 -6.85749 -1.314 1.108 0.736
C -0.90692 -3.83379 -6.36102 1.288 1.029 -0.620
C -0.39443 -4.37119 -5.19123 -1.029 -1.136 -0.673
C 0.57356 -3.70422 -4.47548 -0.560 0.622 -0.656
C 1.01609 -2.46361 -4.91594 1.136 0.010 0.357
C 0.56824 -1.91212 -6.10097 -0.128 -1.085 -0.198
N 1.02175 -4.21009 -3.18720 0.156 -0.180 0.370
O 0.40488 -5.12671 -2.68309 -0.183 -0.127 -0.143
O 1.97769 -3.67303 -2.66559 0.185 0.185 -0.158
H -0.83991 -2.12074 -7.66041 0.320 -0.421 -0.443
H -1.68956 -4.29490 -6.94466 -0.011 -0.320 0.206
H -0.83474 -5.33397 -4.96231 0.402 0.065 0.833
H 1.81316 -1.98310 -4.36126 -0.216 0.091 0.128
H 0.93748 -0.95936 -6.44543 -0.008 0.052 0.044
C -0.32151 -0.56031 3.38597 -1.121 0.098 0.077
C 0.13766 -0.06775 4.59603 0.665 -0.378 -0.193
C -0.44293 -0.46502 5.79383 0.246 0.310 -0.372
C -1.59084 -1.25686 5.76513 0.716 0.572 0.162
C -2.12776 -1.64919 4.56211 -0.268 -0.679 -1.126
C -1.48314 -1.32092 3.37375 0.513 0.100 -0.014
N -2.23968 -1.61555 7.03258 -0.563 0.200 -0.151
O -3.24950 -2.29722 6.96751 0.230 -0.048 0.038
O -1.78215 -1.15406 8.05573 0.144 -0.155 0.019
H 0.11875 -0.35182 2.42240 0.340 0.206 0.181
H 1.04834 0.52069 4.60874 -0.081 0.122 0.147
H 0.07170 -0.12784 6.67937 -0.488 -0.168 0.429
H -2.99692 -2.28185 4.44732 -0.119 0.079 0.580
H -1.80151 -1.67608 2.40041 -0.359 -0.078 0.512
C 0.84986 -4.43799 1.52042 0.742 -0.985 0.414
C 1.60135 -3.74890 0.59841 -0.411 1.505 -0.052
C 2.26354 -2.57389 0.99720 0.430 -0.913 -0.047
C 2.27403 -2.22368 2.34214 -0.536 -0.676 -0.131
C 1.55902 -2.96192 3.28443 0.337 -0.410 0.168
C 0.93295 -4.12527 2.87770 -0.855 0.286 -0.570
N 3.06118 -1.07496 2.77924 -0.268 0.165 -0.676
O 3.23593 -0.20627 1.94437 0.245 0.195 0.038
O 3.48974 -1.05261 3.90874 -0.018 -0.021 0.383
H 0.33907 -5.34266 1.21179 -0.141 0.083 0.022
H 1.57939 -4.00459 -0.45178 0.153 -0.114 0.090
H 2.87203 -2.07259 0.25818 -0.065 0.359 0.156
H 1.46887 -2.66409 4.31966 0.406 0.125 -0.019
H 0.38996 -4.76064 3.56454 0.037 0.222 0.239
C -3.36818 -3.60432 -3.88333 -1.008 0.732 0.068
C -4.00975 -4.19835 -2.80717 0.174 -1.101 -0.405
C -3.64714 -3.88449 -1.52922 -0.098 1.075 1.192
C -2.76677 -2.82908 -1.33154 0.804 0.263 -0.822
C -2.17691 -2.13744 -2.39353 -0.805 -0.014 0.134
C -2.57911 -2.47800 -3.68291 0.911 -0.941 -0.091
N -2.38495 -2.43518 0.02892 -0.417 -0.687 0.314
O -1.63715 -1.49769 0.19118 0.235 0.078 -0.249
O -2.87614 -3.08501 0.94142 0.101 0.133 -0.129
H -3.60940 -3.93726 -4.88474 0.050 0.089 -0.038
H -4.72940 -4.99806 -2.93776 0.090 0.018 -0.225
H -4.09049 -4.33798 -0.65475 -0.012 -0.176 -0.096
H -1.47173 -1.34629 -2.19080 0.002 0.129 -0.021
H -2.14053 -2.03977 -4.57068 0.097 0.367 0.231
C 0.17035 3.83013 4.57420 0.943 -0.741 0.466
C 1.43167 3.96290 5.17931 -0.458 0.429 -0.582
C 1.59500 3.76430 6.52971 0.073 -0.426 0.565
C 0.52851 3.27149 7.29666 0.420 0.860 -0.928
C -0.69713 3.08309 6.70038 -0.556 -0.619 0.107
C -0.85205 3.31593 5.34259 -0.356 0.381 -0.326
N 0.70652 2.99902 8.72167 0.142 -0.161 0.077
O -0.17808 2.39867 9.29035 -0.290 -0.045 0.082
O 1.74124 3.35760 9.24352 0.164 0.158 -0.036
H 0.02798 3.97955 3.51521 0.044 0.148 -0.043
H 2.30671 4.23027 4.60146 -0.117 0.210 -0.092
H 2.56780 3.97190 6.95262 -0.100 -0.244 0.290
H -1.54415 2.70332 7.25710 0.189 -0.032 0.179
H -1.78873 3.09386 4.84590 -0.128 0.066 0.252



Asked for energy relative to the best compared isomer or geometry (same formula, charge and spin) across the records above, the calculation gives 270.5; 19.3 kcal per mole in order.